# 1
C43H46ClN2O2ScSi2 | the ωB97M-V functional and the def2-TZVPD basis

Calculated values
Relative energy (zero: lowest compared OMol25 entry of this formula, charge and spin), kcal per mole: 8.15
E_LUMO, eV: -0.9
Gap between HOMO and LUMO, eV: 6.179

```
! wB97M-V def2-TZVPD RIJCOSX def2/J DEFGRID3
* xyz 0 1
Sc 0.355 -0.127 0.293
Cl -1.766 7.097 0.527
C -1.178 5.468 0.724
C -0.030 5.237 1.491
C 0.451 3.962 1.669
C -0.200 2.862 1.079
O 0.246 1.649 1.255
C -1.344 3.107 0.299
C -2.040 2.045 -0.382
N -1.696 0.808 -0.414
C -2.490 -0.084 -1.181
C -3.851 -0.115 -1.223
C -4.520 -1.028 -2.080
C -3.818 -1.882 -2.879
C -2.401 -1.888 -2.828
C -1.593 -2.754 -3.605
C -0.239 -2.726 -3.472
C 0.329 -1.844 -2.526
N -0.389 -1.024 -1.804
C -1.746 -1.013 -1.956
C -1.826 4.419 0.134
H 0.482 6.077 1.941
H 1.343 3.783 2.253
H -2.930 2.345 -0.943
H -4.421 0.555 -0.591
H -5.602 -1.040 -2.095
H -4.325 -2.572 -3.542
H -2.068 -3.442 -4.295
H 0.405 -3.376 -4.046
H 1.401 -1.828 -2.355
H -2.711 4.596 -0.466
C 1.839 -3.481 0.352
Si 0.488 -2.666 1.399
C -0.987 -3.880 1.401
C -0.649 -5.209 2.081
C -1.365 -4.170 -0.055
C -2.231 -3.276 2.064
C 1.289 -2.499 3.137
C 0.262 -2.346 4.259
C 2.236 -3.653 3.490
C 2.131 -1.216 3.095
H 2.102 -4.468 0.745
H 2.746 -2.868 0.330
H 1.526 -3.611 -0.688
H 0.200 -5.708 1.606
H -1.508 -5.893 2.023
H -0.411 -5.082 3.139
H -0.536 -4.595 -0.626
H -1.704 -3.267 -0.564
H -2.193 -4.892 -0.093
H -2.109 -3.091 3.131
H -3.088 -3.954 1.947
H -2.503 -2.322 1.598
H -0.299 -3.266 4.433
H -0.461 -1.548 4.059
H 0.770 -2.097 5.201
H 1.736 -4.622 3.517
H 2.676 -3.488 4.483
H 3.062 -3.730 2.779
H 1.513 -0.321 2.958
H 2.877 -1.232 2.294
H 2.669 -1.065 4.042
O 2.199 0.019 -0.187
Si 3.761 0.511 -0.260
C 4.818 -0.961 -0.677
C 5.407 -1.758 0.310
C 6.057 -2.943 -0.017
C 6.131 -3.348 -1.343
C 5.558 -2.569 -2.341
C 4.907 -1.388 -2.008
C 4.395 1.259 1.319
C 5.772 1.446 1.490
C 6.281 2.046 2.634
C 5.417 2.460 3.641
C 4.049 2.272 3.497
C 3.544 1.679 2.345
C 3.888 1.768 -1.632
C 5.129 2.273 -2.036
C 5.227 3.230 -3.036
C 4.078 3.706 -3.657
C 2.836 3.219 -3.275
C 2.746 2.255 -2.275
H 5.351 -1.458 1.352
H 6.502 -3.548 0.764
H 6.638 -4.271 -1.599
H 5.621 -2.880 -3.377
H 4.467 -0.784 -2.797
H 6.465 1.113 0.724
H 7.350 2.182 2.743
H 5.812 2.919 4.539
H 3.372 2.580 4.285
H 2.474 1.529 2.251
H 6.039 1.916 -1.564
H 6.199 3.606 -3.332
H 4.153 4.455 -4.436
H 1.938 3.588 -3.756
H 1.770 1.882 -1.988
*
```


# 2
C43H46LaN6PS | the ωB97M-V functional and the def2-TZVPD basis

Calculated values
Relative energy (zero: lowest compared OMol25 entry of this formula, charge and spin), kcal per mole: 8.82
E_LUMO, eV: -5.9
Gap between HOMO and LUMO, eV: 6.251

```
! wB97M-V def2-TZVPD RIJCOSX def2/J DEFGRID3
* xyz 2 1
La 0.206 -0.057 0.505
C 2.932 1.715 4.359
C 2.125 0.897 3.403
N 1.417 1.398 2.444
N 1.356 2.762 2.297
C 1.498 3.319 1.069
N 1.494 4.649 0.972
S 1.686 2.378 -0.300
C 2.197 -0.565 3.468
C 2.761 -1.209 4.572
C 2.959 -2.576 4.532
C 2.572 -3.266 3.392
C 1.963 -2.561 2.365
N 1.760 -1.248 2.389
H 3.284 2.630 3.883
H 2.353 1.987 5.242
H 3.809 1.168 4.693
H 1.437 3.350 3.124
H 1.502 5.261 1.771
H 1.602 5.056 0.056
H 3.038 -0.653 5.450
H 3.406 -3.087 5.369
H 2.734 -4.327 3.301
H 1.626 -3.084 1.477
C -1.360 -2.588 1.808
C -1.078 -1.751 2.931
C -1.519 -0.441 2.637
C -2.121 -0.456 1.326
C -1.991 -1.821 0.830
C -2.652 -2.384 -0.393
C -3.288 0.412 0.922
C -1.612 0.671 3.648
C -0.662 -2.241 4.274
C -1.153 -4.066 1.732
H -1.951 -2.964 -0.997
H -3.108 -1.611 -1.007
H -3.442 -3.070 -0.088
H -3.282 1.385 1.412
H -4.206 -0.103 1.220
H -3.336 0.559 -0.159
H -1.785 1.645 3.186
H -0.709 0.727 4.257
H -2.439 0.474 4.332
H -0.150 -1.478 4.855
H -0.030 -3.123 4.199
H -1.547 -2.537 4.839
H -0.683 -4.351 0.789
H -2.113 -4.581 1.787
H -0.540 -4.419 2.557
C -4.977 -0.565 -4.145
C -3.770 -1.242 -4.246
C -2.671 -0.792 -3.542
C -2.760 0.354 -2.752
C -3.981 1.005 -2.624
C -5.082 0.545 -3.324
P -1.223 0.931 -1.942
C -1.615 2.671 -1.509
C -1.556 3.074 -0.177
C -1.911 4.364 0.181
C -2.326 5.265 -0.788
C -2.355 4.879 -2.118
C -1.999 3.592 -2.477
C -0.174 1.120 -3.435
C -0.713 1.409 -4.688
C 0.119 1.607 -5.775
C 1.495 1.534 -5.622
C 2.037 1.227 -4.385
C 1.206 1.005 -3.302
H -5.829 -0.896 -4.717
H -3.683 -2.111 -4.882
H -1.718 -1.297 -3.631
H -4.069 1.884 -2.002
H -6.025 1.057 -3.218
H -1.229 2.367 0.592
H -1.890 4.663 1.220
H -2.632 6.260 -0.503
H -2.666 5.582 -2.874
H -2.031 3.303 -3.515
H -1.783 1.469 -4.829
H -0.307 1.825 -6.743
H 2.145 1.706 -6.466
H 3.109 1.166 -4.263
H 1.630 0.735 -2.342
N 2.261 -3.179 -2.282
C 1.257 -2.385 -1.875
N 1.619 -1.528 -0.945
C 2.969 -1.764 -0.732
C 3.881 -1.143 0.121
C 5.165 -1.640 0.141
C 5.555 -2.714 -0.667
C 4.677 -3.316 -1.543
C 3.380 -2.823 -1.567
H 2.206 -3.894 -2.991
H 0.263 -2.454 -2.280
H 3.589 -0.296 0.729
H 5.899 -1.191 0.790
H 6.571 -3.071 -0.604
H 4.985 -4.128 -2.182
*
```